Formula: C38H46GeIN6O8S2Ti
Source: OMol25
Level of theory: ωB97M-V/def2-TZVPD

The value obtained for the frontier orbital gap (spin up / spin down) is 5.9 / 2.6 eV. As for the energy above the lowest of the compared OMol25 structures with the same formula, charge and spin: 4.60 kcal/mol. The expectation value of S² is 2.041. Its net charge is -1. The highest occupied orbital energy (spin up / spin down) comes out at -4.82 / -5.65 eV. As for the calculated total energy: -6426.55387 Eh. As for the spin multiplicity: 3.

Element x y z (Å)
Ti (0.12, -0.26, 0.82)
C (-3.83, -2.18, 1.73)
C (-2.72, -3.14, 1.41)
N (-2.97, -4.44, 1.50)
C (-1.99, -5.29, 1.17)
C (-0.74, -4.92, 0.72)
C (0.26, -5.98, 0.37)
O (0.62, -6.00, -1.01)
C (-0.45, -3.54, 0.59)
C (0.77, -3.09, 0.04)
N (1.11, -1.79, -0.22)
C (2.41, -1.60, -0.72)
C (3.51, -2.22, -0.11)
C (4.80, -2.04, -0.59)
C (5.04, -1.22, -1.68)
C (3.97, -0.59, -2.30)
C (2.68, -0.79, -1.83)
I (1.10, 0.15, -2.85)
C (-1.48, -2.66, 1.00)
O (-1.24, -1.33, 0.96)
H (-4.46, -2.59, 2.52)
H (-4.46, -2.02, 0.85)
H (-3.44, -1.20, 2.03)
H (-2.23, -6.35, 1.28)
H (-0.15, -6.96, 0.67)
H (1.19, -5.83, 0.91)
H (-0.19, -6.08, -1.53)
H (1.47, -3.85, -0.29)
H (3.33, -2.85, 0.75)
H (5.63, -2.54, -0.09)
H (6.05, -1.07, -2.05)
H (4.13, 0.04, -3.16)
C (1.14, -0.96, 2.54)
H (0.66, -1.89, 2.85)
H (1.18, -0.30, 3.40)
H (2.18, -1.19, 2.26)
O (-3.93, 7.04, -3.16)
S (-5.21, 6.65, -3.71)
O (-5.51, 7.21, -5.01)
O (-6.31, 6.64, -2.76)
C (-5.04, 4.85, -4.00)
N (-5.76, 4.27, -4.96)
C (-5.66, 2.95, -5.07)
C (-4.85, 2.19, -4.24)
C (-4.14, 2.88, -3.28)
N (-4.23, 4.20, -3.15)
C (-3.19, 2.23, -2.34)
C (-2.31, 3.01, -1.59)
C (-1.40, 2.40, -0.76)
N (-1.29, 1.07, -0.63)
C (-2.16, 0.32, -1.32)
C (-3.11, 0.85, -2.16)
H (-6.25, 2.49, -5.85)
H (-4.77, 1.12, -4.37)
H (-2.37, 4.09, -1.68)
H (-0.73, 3.01, -0.17)
H (-2.07, -0.75, -1.20)
H (-3.79, 0.18, -2.68)
N (1.60, 1.37, 0.37)
C (2.71, 1.50, 1.29)
C (2.50, 2.03, 2.55)
C (3.56, 2.14, 3.43)
C (4.83, 1.71, 3.02)
C (5.04, 1.19, 1.76)
C (3.97, 1.09, 0.88)
S (6.19, 2.02, 4.08)
O (7.32, 1.20, 3.67)
O (5.82, 1.76, 5.46)
O (6.57, 3.43, 3.96)
H (1.02, 2.20, 0.44)
H (1.96, 1.32, -0.58)
H (1.51, 2.34, 2.85)
H (3.42, 2.54, 4.42)
H (6.03, 0.86, 1.47)
H (4.12, 0.68, -0.11)
C (-0.74, 6.24, 3.33)
C (-1.77, 5.62, 2.40)
C (-2.11, 4.16, 2.75)
C (-0.88, 3.24, 2.78)
Ge (-1.28, 1.28, 2.48)
C (-1.43, 0.50, 4.31)
C (-2.23, 1.31, 5.35)
C (-3.60, 0.71, 5.68)
C (-4.61, 0.85, 4.54)
H (-0.55, 7.29, 3.07)
H (0.22, 5.71, 3.28)
H (-1.08, 6.22, 4.37)
H (-1.42, 5.67, 1.37)
H (-2.69, 6.21, 2.45)
H (-2.83, 3.79, 2.01)
H (-2.61, 4.13, 3.72)
H (-0.35, 3.32, 3.73)
H (-0.17, 3.57, 2.00)
H (-2.78, 1.38, 2.04)
H (-0.41, 0.34, 4.67)
H (-1.86, -0.51, 4.20)
H (-2.38, 2.34, 5.00)
H (-1.65, 1.38, 6.28)
H (-4.00, 1.20, 6.57)
H (-3.47, -0.35, 5.92)
H (-4.75, 1.90, 4.28)
H (-5.58, 0.43, 4.82)
H (-4.26, 0.34, 3.64)


Formula: C38H46OP2SiSn
Source: OMol25
Level of theory: ωB97M-V/def2-TZVPD

The value obtained for the frontier orbital gap (spin up / spin down) is 5.6 / 5.1 eV. As for the energy above the lowest of the compared OMol25 structures with the same formula, charge and spin: 142.24 kcal/mol. Its net charge is 0. The highest occupied orbital energy (spin up / spin down) comes out at -6.27 / -5.98 eV. As for the calculated total energy: -2737.02566 Eh.

Element x y z (Å)
Sn (-0.98, 1.69, -0.84)
C (-2.26, 1.11, -2.50)
C (-1.88, -0.37, -2.49)
C (-0.82, -0.77, -3.55)
C (0.32, 0.25, -3.72)
C (0.62, 1.16, -2.56)
C (0.31, 2.54, -2.50)
C (-0.89, 3.18, -3.16)
C (-1.90, 2.10, -3.61)
C (2.34, 0.21, 1.71)
H (-3.28, 1.27, -2.12)
H (-2.76, -1.03, -2.62)
H (-1.31, -0.86, -4.53)
H (-0.41, -1.77, -3.31)
H (1.23, -0.33, -3.93)
H (0.16, 0.82, -4.65)
H (1.50, 0.85, -2.02)
H (1.04, 3.21, -2.03)
H (-0.59, 3.83, -3.98)
H (-1.34, 3.86, -2.41)
H (-2.82, 2.64, -3.89)
H (-1.56, 1.57, -4.51)
H (1.38, 0.75, 1.71)
H (3.15, 0.83, 2.13)
H (2.25, -0.68, 2.34)
P (-1.45, -1.02, -0.67)
P (2.87, -0.34, 0.11)
C (0.24, -1.66, -0.57)
C (1.57, -1.28, -0.69)
C (-2.44, -2.42, 0.03)
C (-2.97, -3.53, -0.66)
C (-3.75, -4.47, 0.03)
C (-3.98, -4.37, 1.40)
C (-3.39, -3.31, 2.10)
C (-2.64, -2.36, 1.42)
C (-3.35, 0.48, 0.12)
C (-3.28, 1.82, 0.51)
C (-4.27, 2.70, -0.03)
C (-5.50, 2.18, -0.42)
C (-5.66, 0.79, -0.49)
C (-4.55, -0.08, -0.27)
C (4.30, -1.39, 0.36)
C (4.06, -2.71, 0.79)
C (5.11, -3.47, 1.32)
C (6.41, -2.94, 1.35)
C (6.65, -1.65, 0.87)
C (5.60, -0.87, 0.38)
C (3.47, 1.12, -0.78)
C (3.01, 2.40, -0.41)
C (3.48, 3.53, -1.08)
C (4.38, 3.41, -2.14)
C (4.80, 2.13, -2.54)
C (4.30, 0.99, -1.90)
H (0.15, -2.77, -0.52)
H (2.11, -1.94, -1.41)
H (-2.80, -3.66, -1.72)
H (-4.18, -5.31, -0.50)
H (-4.60, -5.11, 1.92)
H (-3.53, -3.25, 3.17)
H (-2.22, -1.50, 1.95)
H (-2.48, 2.22, 1.13)
H (-4.09, 3.78, -0.08)
H (-6.34, 2.85, -0.66)
H (-6.63, 0.37, -0.76)
H (-4.67, -1.14, -0.44)
H (3.05, -3.13, 0.70)
H (4.90, -4.47, 1.70)
H (7.22, -3.54, 1.76)
H (7.67, -1.25, 0.87)
H (5.81, 0.14, 0.01)
H (2.30, 2.53, 0.40)
H (3.12, 4.51, -0.76)
H (4.75, 4.31, -2.64)
H (5.54, 2.04, -3.36)
H (4.56, -0.01, -2.27)
C (0.15, -0.92, 4.32)
Si (-0.91, 0.48, 3.56)
C (-2.64, -0.08, 4.17)
C (-0.59, 1.91, 4.78)
O (-0.67, 0.76, 2.02)
H (-0.04, -0.98, 5.40)
H (1.23, -0.76, 4.17)
H (-0.11, -1.89, 3.86)
H (-2.71, 0.13, 5.25)
H (-3.45, 0.46, 3.66)
H (-2.82, -1.15, 4.02)
H (0.42, 2.32, 4.69)
H (-1.29, 2.75, 4.63)
H (-0.73, 1.56, 5.81)


Formula: C38H46P2ReSi
Source: OMol25
Level of theory: ωB97M-V/def2-TZVPD

The value obtained for the frontier orbital gap (spin up / spin down) is 6.0 / 5.6 eV. As for the energy above the lowest of the compared OMol25 structures with the same formula, charge and spin: 0.00 kcal/mol. The expectation value of S² is 3.772. Its net charge is +2. The highest occupied orbital energy (spin up / spin down) comes out at -13.38 / -13.76 eV. As for the calculated total energy: -2525.29613 Eh. As for the spin multiplicity: 4.

Element x y z (Å)
Re (-0.02, 0.57, 1.41)
C (-1.39, 0.89, -2.98)
C (-1.49, -0.43, -2.85)
C (-0.96, -1.38, -3.88)
C (0.43, -1.07, -4.49)
C (1.40, -0.20, -3.74)
C (1.43, 1.13, -3.78)
C (0.41, 1.98, -4.46)
C (-1.05, 1.52, -4.30)
C (1.22, -0.10, 2.96)
H (-1.67, 1.59, -2.20)
H (-2.16, -0.88, -2.11)
H (-1.68, -1.44, -4.72)
H (-0.94, -2.40, -3.46)
H (0.93, -2.04, -4.65)
H (0.25, -0.65, -5.50)
H (2.28, -0.75, -3.39)
H (2.37, 1.68, -3.61)
H (0.64, 2.02, -5.55)
H (0.52, 3.01, -4.09)
H (-1.70, 2.40, -4.45)
H (-1.27, 0.83, -5.12)
H (1.18, 0.61, 3.80)
H (2.28, -0.23, 2.72)
H (0.83, -1.08, 3.29)
P (-1.03, -1.10, 0.40)
P (1.96, 0.14, 0.31)
C (0.13, -1.59, -0.91)
C (1.35, -0.98, -0.97)
C (-2.12, -2.52, 0.63)
C (-2.56, -3.26, -0.48)
C (-3.45, -4.33, -0.30)
C (-3.88, -4.67, 0.99)
C (-3.45, -3.92, 2.08)
C (-2.58, -2.85, 1.92)
C (-2.21, 0.35, -0.09)
C (-1.71, 1.67, 0.10)
C (-2.62, 2.76, 0.04)
C (-3.96, 2.53, -0.26)
C (-4.43, 1.23, -0.42)
C (-3.58, 0.13, -0.29)
C (3.45, -0.88, 0.75)
C (3.23, -2.18, 1.24)
C (4.30, -3.04, 1.50)
C (5.61, -2.60, 1.31)
C (5.84, -1.29, 0.86)
C (4.78, -0.42, 0.60)
C (2.75, 1.77, 0.01)
C (2.87, 2.73, 1.02)
C (3.33, 4.01, 0.70)
C (3.64, 4.34, -0.62)
C (3.55, 3.36, -1.62)
C (3.18, 2.06, -1.29)
H (-0.09, -2.47, -1.51)
H (2.12, -1.33, -1.65)
H (-2.20, -3.02, -1.48)
H (-3.80, -4.88, -1.17)
H (-4.55, -5.52, 1.13)
H (-3.81, -4.17, 3.09)
H (-2.25, -2.27, 2.78)
H (-0.60, 1.95, 0.07)
H (-2.24, 3.76, 0.24)
H (-4.64, 3.37, -0.37)
H (-5.49, 1.05, -0.65)
H (-3.98, -0.89, -0.34)
H (2.21, -2.54, 1.41)
H (4.10, -4.05, 1.85)
H (6.45, -3.27, 1.49)
H (6.86, -0.94, 0.71)
H (4.97, 0.60, 0.29)
H (2.58, 2.49, 2.04)
H (3.42, 4.76, 1.49)
H (3.96, 5.35, -0.88)
H (3.76, 3.61, -2.66)
H (3.18, 1.24, -2.01)
C (-3.27, 0.77, 3.15)
Si (-1.42, 0.66, 3.42)
C (-0.93, 2.24, 4.39)
C (-1.28, -0.69, 4.77)
H (-3.55, 1.58, 2.47)
H (-3.70, 0.97, 4.15)
H (-3.69, -0.17, 2.77)
H (-1.69, 2.38, 5.17)
H (0.05, 2.14, 4.87)
H (-0.92, 3.12, 3.73)
H (-2.12, -0.56, 5.47)
H (-1.31, -1.71, 4.39)
H (-0.35, -0.58, 5.34)


Formula: C38H47CaGeIN6O5Se
Source: OMol25
Level of theory: ωB97M-V/def2-TZVPD

The value obtained for the frontier orbital gap is 6.8 eV. As for the energy above the lowest of the compared OMol25 structures with the same formula, charge and spin: 0.00 kcal/mol. Its net charge is 0. The highest occupied orbital energy comes out at -7.13 eV. As for the calculated total energy: -7634.63407 Eh.

Element x y z (Å)
Ca (0.06, -0.51, -1.22)
C (0.86, 4.09, -2.75)
C (-0.47, 3.63, -3.18)
N (-1.20, 4.45, -3.95)
C (-2.31, 4.03, -4.50)
C (-2.87, 2.79, -4.31)
C (-4.26, 2.64, -4.78)
O (-4.67, 1.32, -5.17)
C (-2.17, 1.91, -3.52)
C (-2.78, 0.71, -3.19)
N (-2.68, 0.06, -2.00)
C (-3.76, -0.78, -1.72)
C (-4.94, -0.85, -2.51)
C (-6.00, -1.74, -2.26)
C (-6.00, -2.47, -1.07)
C (-4.85, -2.46, -0.28)
C (-3.78, -1.56, -0.52)
I (-2.19, -1.99, 0.84)
C (-0.86, 2.24, -3.04)
O (-0.03, 1.41, -2.53)
H (1.43, 4.24, -3.66)
H (1.36, 3.41, -2.10)
H (0.81, 5.09, -2.31)
H (-2.92, 4.78, -5.02)
H (-4.34, 3.32, -5.68)
H (-4.90, 2.92, -3.95)
H (-5.38, 1.45, -5.84)
H (-3.29, 0.21, -4.01)
H (-4.97, -0.15, -3.35)
H (-6.80, -1.98, -3.00)
H (-6.86, -3.03, -0.76)
H (-4.69, -3.24, 0.50)
C (4.35, -2.75, -0.94)
C (3.24, -1.77, -0.99)
N (1.99, -2.11, -1.35)
N (1.74, -3.36, -1.74)
C (0.44, -3.56, -2.09)
O (-0.45, -2.67, -2.00)
C (0.17, -4.95, -2.53)
C (1.10, -5.98, -2.59)
C (0.63, -7.26, -2.92)
C (-0.73, -7.50, -3.17)
C (-1.63, -6.44, -3.22)
C (-1.19, -5.17, -2.91)
C (3.50, -0.37, -0.74)
C (4.83, 0.16, -0.70)
C (5.01, 1.56, -0.69)
C (3.92, 2.38, -0.45)
C (2.69, 1.75, -0.35)
N (2.49, 0.47, -0.65)
H (4.09, -3.68, -1.40)
H (4.62, -3.01, 0.10)
H (5.21, -2.29, -1.45)
H (2.15, -5.81, -2.42)
H (1.28, -8.13, -2.89)
H (-1.09, -8.51, -3.32)
H (-2.65, -6.66, -3.47)
H (-1.91, -4.34, -2.97)
H (5.68, -0.46, -0.69)
H (6.02, 1.93, -0.79)
H (4.04, 3.40, -0.22)
H (1.74, 2.27, -0.37)
C (4.87, 0.18, 3.94)
Ge (4.13, 0.65, 5.67)
C (5.29, -0.11, 7.06)
C (3.94, 2.53, 5.85)
C (2.44, -0.32, 5.81)
Se (1.88, -1.15, 4.05)
C (2.23, -3.00, 4.42)
H (5.94, 0.43, 3.80)
H (4.24, 0.72, 3.21)
H (4.88, -0.93, 3.63)
H (6.37, 0.27, 7.05)
H (5.28, -1.22, 6.99)
H (4.79, 0.17, 8.03)
H (4.08, 3.07, 4.91)
H (4.64, 2.87, 6.61)
H (2.94, 2.79, 6.23)
H (1.65, 0.49, 6.01)
H (2.27, -1.14, 6.54)
H (1.22, -3.51, 4.50)
H (2.82, -3.07, 5.37)
H (2.79, -3.32, 3.51)
O (-0.24, 3.33, 0.33)
C (-0.84, 2.21, 0.71)
O (-0.26, 1.12, 0.58)
C (-2.28, 2.38, 1.19)
N (-2.91, 3.63, 0.67)
C (-3.97, 4.10, 1.55)
C (-3.67, 3.42, 2.89)
C (-2.48, 2.51, 2.69)
H (-2.80, 1.53, 0.85)
H (-3.06, 3.76, -0.33)
H (-0.90, 4.06, 0.45)
H (-4.99, 3.74, 1.14)
H (-3.91, 5.21, 1.53)
H (-4.54, 2.90, 3.30)
H (-3.42, 4.19, 3.63)
H (-2.66, 1.51, 3.12)
H (-1.59, 2.91, 3.25)


Formula: C38H47F3N2O
Source: OMol25
Level of theory: ωB97M-V/def2-TZVPD

The value obtained for the frontier orbital gap is 4.7 eV. As for the energy above the lowest of the compared OMol25 structures with the same formula, charge and spin: 1.59 kcal/mol. Its net charge is 0. The highest occupied orbital energy comes out at -6.28 eV. As for the calculated total energy: -1960.51037 Eh.

Element x y z (Å)
C (7.06, 0.43, 2.83)
C (5.71, 1.07, 2.97)
C (5.57, 2.46, 2.96)
C (4.34, 3.08, 3.15)
C (4.29, 4.58, 3.13)
C (3.19, 2.27, 3.30)
N (1.95, 2.91, 3.59)
C (0.77, 2.64, 2.94)
C (0.58, 1.85, 1.84)
N (-0.24, 3.22, 3.68)
C (-1.59, 2.78, 3.55)
C (-2.07, 1.81, 4.45)
C (-1.28, 1.38, 5.65)
C (-3.29, 1.19, 4.17)
C (-4.04, 1.53, 3.04)
C (-5.35, 0.84, 2.82)
C (-3.54, 2.49, 2.16)
C (-2.31, 3.12, 2.39)
C (-1.78, 4.11, 1.41)
C (0.33, 3.83, 4.79)
C (1.67, 3.70, 4.70)
C (3.31, 0.87, 3.34)
C (2.17, -0.05, 3.63)
C (4.57, 0.29, 3.17)
H (6.96, -0.65, 2.73)
H (7.58, 0.81, 1.95)
H (7.69, 0.64, 3.70)
H (6.47, 3.08, 2.81)
H (3.27, 4.98, 3.13)
H (4.81, 4.99, 4.01)
H (4.81, 4.95, 2.24)
H (-0.41, 1.82, 1.45)
H (1.46, 1.40, 1.41)
H (-1.90, 0.69, 6.23)
H (-0.36, 0.84, 5.38)
H (-1.00, 2.22, 6.30)
H (-3.67, 0.43, 4.86)
H (-5.83, 1.21, 1.91)
H (-5.22, -0.25, 2.72)
H (-6.02, 1.00, 3.67)
H (-4.11, 2.75, 1.27)
H (-2.62, 4.43, 0.78)
H (-1.34, 5.00, 1.90)
H (-1.02, 3.68, 0.74)
H (-0.30, 4.31, 5.52)
H (2.47, 4.07, 5.31)
H (2.58, -1.06, 3.74)
H (1.64, 0.20, 4.57)
H (1.43, -0.10, 2.82)
H (4.66, -0.80, 3.19)
C (-4.02, -2.96, -5.81)
C (-3.82, -3.10, -4.29)
C (-4.93, -2.31, -3.61)
C (-3.99, -4.58, -3.95)
C (-2.41, -2.60, -3.87)
C (-2.23, -1.69, -2.85)
C (-0.95, -1.15, -2.51)
C (-0.89, -0.12, -1.55)
C (0.26, 0.75, -1.48)
F (-0.03, 1.95, -0.85)
F (1.35, 0.20, -0.78)
F (0.78, 1.12, -2.71)
C (0.21, -1.69, -3.17)
C (0.14, -2.64, -4.15)
C (1.41, -3.20, -4.82)
C (1.57, -4.69, -4.50)
C (2.66, -2.46, -4.35)
C (1.33, -3.07, -6.34)
C (-1.21, -3.17, -4.52)
O (-1.31, -4.11, -5.35)
H (-3.27, -3.56, -6.32)
H (-5.02, -3.33, -6.06)
H (-3.94, -1.91, -6.10)
H (-4.90, -2.42, -2.51)
H (-4.88, -1.24, -3.87)
H (-5.90, -2.69, -3.95)
H (-3.90, -4.74, -2.87)
H (-4.98, -4.91, -4.28)
H (-3.22, -5.16, -4.48)
H (-3.08, -1.31, -2.29)
H (-1.73, 0.14, -0.93)
H (1.17, -1.30, -2.83)
H (0.70, -5.23, -4.88)
H (2.48, -5.09, -4.96)
H (1.64, -4.85, -3.41)
H (2.57, -1.38, -4.55)
H (2.84, -2.61, -3.27)
H (3.55, -2.83, -4.88)
H (1.21, -2.02, -6.62)
H (2.24, -3.46, -6.81)
H (0.46, -3.63, -6.70)